{
  "formula": "C6H10N2OP",
  "method": "ωB97M-V/def2-TZVPD",
  "species": ["C", "C", "C", "C", "C", "C", "N", "N", "O", "P", "H", "H", "H", "H", "H", "H", "H", "H", "H", "H"],
  "coordinates": [[2.842, 0.583, -0.036], [1.658, 1.440, -0.009], [-0.291, -0.011, 0.209], [-4.003, 0.367, 0.719], [3.960, -1.455, -0.127], [-3.059, 0.531, -0.510], [2.830, -0.660, 0.036], [0.499, 0.869, 0.028], [-2.226, -2.082, 0.103], [-1.798, -0.746, -0.310], [3.863, 1.113, -0.363], [1.729, 2.449, -0.048], [-4.557, 1.272, 0.554], [-4.549, -0.547, 0.651], [-3.399, 0.331, 1.569], [3.879, -2.207, -0.875], [4.841, -0.877, -0.312], [3.958, -2.077, 0.719], [-2.388, 1.429, -0.709], [-3.790, 0.279, -1.287]],
  "de_lowest_ev": 3.0296,
  "lumo_energy_ev": [-6.20, -6.20],
  "molar_mass_da": 157.13,
  "charge": 1
}